Record 1
Density functional theory data (ωB97M-V/def2-TZVPD) for a structure of composition C20H23ClGeIMgNO2S2.

Geometry as XYZ:
```
52
Properties=species:S:1:pos:R:3:forces:R:3
C 1.543329 -3.820600 0.354030 -0.02 -0.08 -0.06
C 3.745891 -3.441221 1.262277 0.05 0.13 0.09
H -1.791038 1.406651 -3.299974 -0.02 0.03 0.00
H -1.504127 0.616762 -4.883815 0.01 0.00 -0.02
H -1.296592 3.779952 1.858025 0.03 0.00 0.01
C 2.867012 -4.254618 0.619716 -0.05 -0.11 -0.05
C 2.050604 -1.678422 1.580764 -0.18 -0.11 -0.08
H -1.844829 -2.224624 -0.442328 -0.03 0.01 0.00
C -1.656223 0.456094 -3.815623 -0.01 0.10 0.07
S -0.961623 -2.168152 -4.825239 0.23 0.04 0.10
C -0.911578 -2.711387 -0.199852 0.13 0.05 0.03
H 1.755582 5.771151 0.105617 0.05 -0.03 -0.01
Ge 0.567492 3.491004 0.076102 -0.07 0.00 0.14
C -2.162591 0.722385 1.378362 -0.33 0.11 0.17
H 0.019740 4.930719 2.147538 -0.02 -0.03 0.00
H -0.380104 4.052272 -2.238716 -0.01 0.01 0.02
S 1.291569 -1.860312 -2.796089 -0.04 0.00 -0.30
C 3.346450 -2.174197 1.724356 -0.02 -0.03 0.15
H -1.922388 1.734534 1.076298 0.08 -0.03 -0.04
C 0.582207 -4.564088 -0.363551 0.09 -0.07 0.01
H -1.368927 -4.549219 -1.222040 0.00 0.02 -0.01
C -0.633816 -4.017393 -0.634372 -0.12 0.02 -0.01
N -0.059125 -2.010962 0.510833 0.38 -0.14 -0.09
C -0.759304 4.142363 -1.218460 -0.13 0.03 -0.09
C -3.384152 -1.195372 1.546225 0.14 0.12 0.09
H 2.089749 1.544134 -0.021106 -0.04 -0.10 0.04
C -0.210913 3.901898 1.854645 -0.01 -0.02 0.08
C -2.716436 -0.998585 2.776558 0.03 0.04 -0.21
C 1.013475 1.660376 -0.197647 -0.12 -0.05 -0.14
H -1.021701 5.187056 -1.027859 -0.01 -0.03 -0.02
H 2.643737 4.639434 -0.943096 -0.02 0.00 0.02
H -2.752219 -1.661241 3.630434 0.01 -0.01 0.01
H 0.839773 -5.550425 -0.725782 0.01 0.01 0.00
H 0.838734 1.428899 -1.257295 0.04 -0.01 0.04
H -4.010720 -2.042281 1.297819 0.00 -0.02 -0.01
C -1.972824 0.186267 2.688604 -0.09 0.03 -0.15
H -1.666297 3.537113 -1.139416 0.01 0.03 -0.03
C -3.051392 -0.141488 0.686281 0.16 -0.07 0.17
O 1.612758 -0.566448 2.040413 0.05 -0.22 -0.17
Cl 3.393754 -5.848142 0.098380 -0.04 0.10 0.02
I 4.725354 -0.982751 2.737253 0.03 0.02 0.03
C 1.163734 -2.545191 0.802413 -0.23 0.27 0.02
H 0.200876 3.228194 2.611138 0.00 0.04 -0.01
H -2.535282 -0.176687 -3.691140 0.00 -0.01 0.02
H -3.392772 -0.006235 -0.331062 -0.02 0.01 -0.01
H -1.422627 0.656819 3.493035 0.05 0.00 -0.01
H 2.780164 4.508321 0.816986 0.01 0.03 -0.04
H 4.762092 -3.775097 1.421148 0.01 0.02 0.03
O -0.511370 -0.120300 -3.213990 0.01 0.04 -0.08
C -0.072708 -1.339429 -3.633593 -0.15 -0.24 0.20
C 2.094508 4.735807 -0.003811 0.15 0.14 -0.02
Mg 0.045088 0.106666 0.930601 0.04 -0.04 0.10
```
Forces are in eV/Å.

Total charge: -2
Largest force on an atom, eV/A: 0.41
HOMO-LUMO gap, eV: 5.5
ΔE to the lowest compared entry with this formula, charge and spin, eV: 0.5793

These are the Mulliken partial charges, in e, on atoms 1 to 4:
1. C 0.258
2. C -0.568
3. H 0.122
4. H 0.340



Record 2
Density functional theory data (ωB97M-V/def2-TZVPD) for a structure of composition C17H35F5O7S2 in a non-equilibrium geometry.

Geometry as XYZ:
```
66
Properties=species:S:1:pos:R:3:forces:R:3
H -3.556372 1.699428 0.386219 -0.02 0.09 0.05
C 8.604956 -4.854611 -0.185568 0.17 -0.06 0.15
H 6.974615 -5.419699 1.100182 -0.04 0.02 -0.03
H 4.381794 -4.508122 1.587854 -0.02 0.10 0.00
H -3.560100 2.438807 1.996205 0.03 0.00 -0.18
O -0.481336 0.054224 -3.839435 0.06 0.31 2.24
C 0.163191 2.392002 -2.992031 0.46 -1.65 -1.62
H -4.270336 3.306414 0.631606 0.05 -0.08 0.01
H 5.250760 -2.538599 -0.768449 0.07 -0.04 0.07
H 7.113989 -6.377028 -0.360380 -0.05 0.10 0.08
H 4.272224 -3.231942 2.804414 -0.07 -0.07 -0.15
H -1.047518 0.702783 -1.884951 0.35 1.32 -1.90
F 0.235617 -1.677598 1.009111 0.81 4.41 3.05
C 6.129653 -4.496438 -0.674013 -0.17 -0.05 0.04
O 2.025350 4.897748 0.840072 -2.44 -5.80 -1.86
O 0.093393 3.301603 -1.826840 -4.40 -1.26 -2.61
C -6.752880 2.663366 -0.630294 0.15 0.05 -0.06
O 1.237922 0.470392 -0.638983 -1.54 1.48 5.84
H 3.607731 -2.961860 1.184810 0.10 -0.18 0.01
S 1.117726 3.675301 0.435361 0.07 6.47 0.57
O 1.267272 3.451788 -1.265183 5.44 0.64 2.66
H 6.972093 -2.518881 -0.452281 -0.08 -0.06 0.00
H -2.984373 0.704629 -4.021537 1.46 2.10 1.07
H 6.333134 -4.494400 -1.752582 0.00 -0.01 0.11
O -0.788323 1.617633 0.545309 5.82 -2.84 1.34
C -4.141480 2.315465 1.076464 0.09 0.10 0.15
H -5.863490 3.144706 -1.054277 -0.06 -0.06 0.03
H -9.500891 2.844401 -0.119208 0.04 -0.02 0.09
H 9.317183 -5.524213 0.307895 -0.02 0.13 -0.10
C -8.861797 3.180570 0.703145 -0.11 0.11 0.19
H -0.029634 3.024096 -3.976607 0.41 -1.10 2.20
F 3.038906 -0.883971 2.162592 -5.04 1.13 2.41
F 1.466858 -2.054887 3.540205 0.99 4.60 -2.44
F -0.817221 -0.195716 2.643614 4.82 -1.13 -2.52
C -0.945803 1.168201 -2.953921 -0.81 -0.48 0.31
C 5.769291 -2.855872 1.296464 -0.02 0.10 -0.12
H -3.100615 1.744285 -2.453587 1.37 -0.10 -2.13
O 1.644880 2.254463 1.284134 -0.29 -3.02 -0.56
C 4.430347 -3.425630 1.737924 -0.04 -0.15 0.20
H 8.748912 -3.853720 0.231536 0.02 -0.08 -0.07
C -5.478439 1.660703 1.387520 0.01 -0.16 -0.09
H -5.780051 0.750864 -0.540189 -0.02 0.05 0.07
H -7.361982 2.351664 -1.488949 0.04 0.04 0.09
H -5.287721 0.698326 1.877889 -0.08 0.09 -0.02
H -2.475249 2.612867 -4.029069 0.07 -2.10 0.93
H 8.851662 -4.824287 -1.251639 -0.01 0.05 0.10
H 6.573043 -3.302099 1.891681 -0.02 0.03 -0.06
H 5.781261 -1.782466 1.520659 0.07 -0.09 -0.02
H -6.026651 2.269260 2.113036 -0.04 -0.02 -0.04
C -7.533184 3.702012 0.178579 0.02 0.00 -0.16
H 1.230716 1.871637 -3.097440 -2.32 1.35 0.56
H -6.928018 4.071915 1.013063 0.01 -0.03 -0.07
H -0.259211 -0.698752 -3.210770 -0.29 1.49 -1.31
H -7.729322 4.567670 -0.465449 0.08 -0.07 0.07
S 0.652998 0.992964 0.700792 -3.68 2.65 -7.20
F 1.829089 0.272515 3.964910 -0.24 -3.42 -4.43
C 7.184400 -5.353815 0.028313 -0.07 -0.06 -0.17
H -8.723626 2.346720 1.397604 -0.05 0.05 -0.08
C 6.042391 -3.041718 -0.197796 0.15 0.07 -0.05
C 1.737737 -0.737015 2.854608 1.55 -2.11 3.23
H -9.391866 3.974428 1.240486 0.00 -0.16 -0.06
H 5.151050 -4.977370 -0.555769 0.07 0.06 -0.02
C -2.450045 1.599555 -3.442690 -0.51 -0.19 1.11
H -7.226866 0.846901 0.439836 0.07 0.05 -0.05
C 0.454739 -0.459885 1.872359 -2.22 -2.56 1.14
C -6.332477 1.408289 0.143434 -0.17 -0.06 0.05
```
Forces are in eV/Å.

Largest force on an atom, eV/A: 8.51
HOMO-LUMO gap, eV: 8.0

These are the Mulliken partial charges, in e, on atoms 1 to 4:
1. H 0.099
2. C -1.184
3. H 0.238
4. H 0.370



Record 3
Density functional theory data (ωB97M-V/def2-TZVPD) for a structure of composition C40H26F15GeN4OReS2.

Geometry as XYZ:
```
90
Properties=species:S:1:pos:R:3:forces:R:3
C -3.947783 0.111551 0.660438 0.03 0.07 -0.02
H -2.498921 2.370049 4.047930 0.00 0.00 0.00
F 6.429583 3.024828 0.679453 -0.05 -0.06 -0.04
H -1.817593 3.632366 2.170044 0.02 0.00 -0.03
C 3.775637 -4.698738 -3.235807 0.03 -0.08 -0.02
C 1.540599 2.699703 4.396406 -0.02 0.02 0.04
C -3.825346 0.986134 1.893018 0.01 0.05 0.00
C 3.532764 0.534444 -0.875208 0.10 0.06 -0.04
Re -1.040286 0.439109 0.927955 0.19 -0.29 -0.23
C 2.736913 -2.305701 -2.220505 -0.01 -0.18 0.06
H -4.135771 -2.191689 -2.382536 -0.01 0.00 0.00
C -0.715743 2.164816 -1.575545 -0.01 -0.02 0.06
H -0.520757 3.226156 -3.405932 0.00 0.01 -0.01
F 4.257555 -5.826450 -3.710270 -0.02 0.05 0.03
F 5.120132 -3.458716 -4.708219 0.03 0.03 -0.03
C -2.475140 3.045420 1.525521 -0.04 -0.02 0.01
H -3.474669 3.473031 1.612647 0.03 0.03 0.02
H -2.869659 5.032608 -0.295164 0.00 0.02 0.00
H -3.332633 -4.048039 4.661472 -0.01 0.01 0.00
C 2.240151 2.122262 3.351883 0.04 -0.03 -0.04
S 0.505350 -0.849768 -0.171557 -0.04 0.04 0.07
C 4.819697 0.076027 -0.622264 0.09 0.01 0.08
F 2.147952 2.788776 -5.836861 -0.01 -0.02 0.03
C -5.187012 -0.334421 0.247342 0.01 0.05 -0.04
F 2.051384 2.374658 -0.816763 -0.10 -0.09 -0.02
H -0.129779 1.316095 -1.890965 -0.05 0.11 0.05
C -4.109723 -1.546355 -1.515861 0.01 -0.02 -0.05
H -2.061816 -4.004662 1.132681 0.00 -0.01 0.00
H -0.661223 -2.524349 4.420721 -0.01 -0.03 0.03
F 3.140911 1.901760 -3.515682 -0.05 -0.07 -0.01
H -1.807302 -4.507479 5.381136 0.00 0.00 0.00
H -2.215021 -1.909401 5.068543 0.00 -0.01 0.01
C -1.717527 4.290704 -1.957632 -0.02 0.01 -0.01
C -1.749763 -2.608310 4.376301 0.09 0.01 0.05
H -4.602085 1.752340 1.871276 -0.02 -0.05 0.05
C 3.286664 1.867825 -0.594773 -0.01 0.12 0.12
N -2.483486 1.634891 2.034698 0.00 0.00 0.01
H -2.708203 -5.459427 2.909725 0.01 0.00 0.00
C -1.970834 1.632422 3.440166 -0.08 0.03 -0.02
N 0.202827 1.360271 2.385761 0.00 -0.01 0.05
F 5.148817 -1.191530 -0.856925 -0.07 0.01 -0.02
C -0.945322 3.233664 -2.412010 0.03 -0.03 -0.01
H -0.417227 3.008573 5.247543 -0.01 0.01 0.02
C 4.215485 -3.486021 -3.749799 -0.02 -0.01 0.03
Ge 2.163398 -0.538346 -1.719507 0.04 0.04 0.06
N -1.204641 2.118790 -0.319695 -0.02 0.10 -0.09
C -0.484380 1.894366 3.428439 0.00 -0.06 -0.03
C 0.154319 2.578802 4.436415 0.01 -0.02 -0.01
C 1.539450 1.805683 -5.199343 0.02 0.02 -0.02
C 4.233427 2.720902 -0.071538 0.04 -0.05 0.00
C -2.900376 -1.070984 -1.061256 0.02 0.12 0.01
C 0.390117 1.240010 -5.734326 -0.03 0.03 -0.05
H -6.077819 -0.020784 0.774806 -0.02 0.00 0.01
C 2.325066 -3.534087 -1.727121 0.06 -0.06 -0.08
F 1.413189 -3.620203 -0.747571 -0.06 0.07 0.06
C 0.275862 -0.242101 -3.870837 -0.02 0.03 -0.16
F 3.932210 3.981699 0.213496 -0.02 0.01 -0.01
H -0.523851 -3.609960 1.930040 0.01 -0.03 -0.01
C -2.254098 -4.045246 4.503273 0.01 -0.01 -0.03
H -1.963844 -1.315817 -1.544302 -0.03 -0.02 0.03
C 5.512002 2.231089 0.168871 0.04 0.05 0.03
F 2.411704 -5.882215 -1.733513 -0.01 0.02 0.01
F -0.098723 1.689708 -6.869906 0.02 -0.03 0.04
F -0.373391 -1.241432 -3.239267 0.05 -0.05 0.04
C 2.033824 1.331428 -3.993392 0.05 0.08 -0.04
C -1.977200 3.139228 0.115466 0.03 -0.03 -0.02
C -1.892981 -4.802905 3.202501 0.01 0.00 0.00
C 2.829191 -4.723626 -2.221369 0.02 0.02 -0.02
H 2.038635 0.975981 1.534676 0.04 0.01 -0.06
F -1.359112 -0.326079 -5.561151 -0.04 -0.02 0.00
C 5.809253 0.905448 -0.110627 -0.01 -0.02 0.01
O -1.139212 -1.166731 2.200085 -0.03 0.27 0.48
H -1.013113 -5.426845 3.342760 0.00 0.00 0.01
H -4.009884 0.377325 2.780562 0.04 -0.03 -0.03
C 1.542285 1.457935 2.362847 -0.03 0.04 0.02
H -6.234722 -1.531472 -1.191045 -0.01 -0.01 -0.01
C -1.590523 -3.783939 2.087599 -0.01 -0.05 -0.01
N -2.818322 -0.254347 0.012449 -0.06 -0.14 0.07
C 1.418547 0.299145 -3.300325 -0.08 -0.01 -0.12
H -2.163033 0.644884 3.861225 0.03 0.01 0.02
H 3.317802 2.179842 3.295926 0.01 0.00 0.00
C -2.247536 4.233944 -0.675907 -0.03 0.00 -0.01
C -0.254610 0.207349 -5.063407 0.06 0.04 0.01
H -1.916496 5.143375 -2.592753 0.00 0.01 -0.01
C 3.688405 -2.320987 -3.230545 0.01 -0.15 -0.01
C -5.270971 -1.175353 -0.852364 -0.03 -0.01 -0.01
S -2.199646 -2.199616 2.690997 -0.10 -0.05 -0.27
F 7.019955 0.439810 0.125594 -0.03 -0.01 -0.01
H 2.062080 3.234033 5.179340 0.00 0.01 0.00
F 4.125966 -1.147149 -3.708682 0.00 0.14 -0.01
```
Forces are in eV/Å.

Total charge: +3
Largest force on an atom, eV/A: 0.55
HOMO-LUMO gap (alpha / beta), eV: 7.3 / 5.8
⟨S²⟩: 3.772
ΔE to the lowest compared entry with this formula, charge and spin, eV: 0.0000
Spin multiplicity: 4

These are the Mulliken partial charges, in e, on atoms 1 to 4:
1. C 0.994
2. H 0.649
3. F -0.269
4. H 0.516



Record 4
Density functional theory data (ωB97M-V/def2-TZVPD) for an isolated molecule of C5H5NOS in a non-equilibrium geometry.

Geometry as XYZ:
```
13
Properties=species:S:1:pos:R:3:forces:R:3
H 2.564203 -0.652371 -0.992544 -0.86 0.06 -0.19
C -0.876718 -0.451630 -0.549328 3.21 -2.72 3.28
C -0.373017 0.137202 1.798668 -0.01 -1.04 1.87
H -1.424740 0.068767 -1.193887 -2.27 2.18 -2.81
H -1.578757 -1.108501 0.053894 1.07 0.35 -0.93
H 0.138325 -2.000351 -1.910143 1.07 1.51 0.79
C 1.486333 -0.501489 -0.835725 -0.60 0.19 1.17
H -0.106320 2.626235 1.197402 1.14 1.08 1.76
N -0.511173 -0.309710 2.854858 -0.03 0.57 -0.70
C -0.120169 0.481887 0.434874 -1.53 2.42 -1.28
C 0.365900 -1.109913 -1.240340 -1.27 -0.68 -0.01
S -0.813403 2.323537 0.188790 -0.42 -2.39 -1.27
O 1.249536 0.496336 0.193482 0.46 -1.52 -1.70
```
Forces are in eV/Å.

Largest force on an atom, eV/A: 5.33
HOMO-LUMO gap, eV: 10.1
ΔE to the lowest compared entry with this formula, charge and spin, eV: 2.5899
SMILES: N#C[C@]1(S)CC=CO1

These are the Mulliken partial charges, in e, on atoms 1 to 4:
1. H 0.403
2. C -0.819
3. C 0.041
4. H 0.418



| no. | energy (Eh) |
| --- | --- |
| 1 | -4812.5360 |
| 2 | -2490.6882 |
| 3 | -6282.8052 |
| 4 | -721.6245 |